(1)
The following is a DFT calculation (ωB97M-V/def2-TZVPD) of 2 unconnected molecules or ions with the total composition C4H8O.

SMILES string: C=CO.C=C
relative energy (zero: lowest compared OMol25 entry of this formula, charge and spin): 43.46 kcal/mol
orbital gap: 10.218 eV
total charge: 0

CARTESIAN COORDINATES (ANGSTROEM)
C (-1.77, -1.34, 0.65)
C (-0.58, -1.72, 0.23)
O (-0.29, -2.86, -0.46)
H (-1.95, -0.41, 1.17)
H (-2.67, -1.91, 0.46)
H (0.31, -1.16, 0.51)
H (-1.12, -3.35, -0.54)
C (0.81, 1.76, -0.18)
C (1.89, 2.47, -0.48)
H (0.76, 1.19, 0.73)
H (-0.05, 1.81, -0.82)
H (2.81, 2.43, 0.08)
H (1.86, 3.10, -1.35)

These are the Mulliken partial charges, in e, on atoms 1 to 8:
1. C -0.797
2. C 0.293
3. O -0.473
4. H 0.235
5. H 0.216
6. H 0.247
7. H 0.285
8. C -0.400

(2)
The following is a DFT calculation (ωB97M-V/def2-TZVPD) of C4H8O in the gas phase.

SMILES string: C[C@@H]1C[C@H]1O
relative energy (zero: lowest compared OMol25 entry of this formula, charge and spin): 49.63 kcal/mol
orbital gap: 10.127 eV
total charge: 0

CARTESIAN COORDINATES (ANGSTROEM)
C (1.68, -0.68, 0.05)
C (0.34, -0.18, -0.45)
C (-0.24, 1.03, -0.01)
C (-1.04, -0.13, 0.45)
O (-2.11, -0.56, -0.24)
H (1.70, -1.83, 0.11)
H (1.80, -0.24, 1.09)
H (2.42, -0.31, -0.68)
H (0.08, -0.51, -1.49)
H (0.02, 1.70, 0.78)
H (-0.64, 1.74, -0.78)
H (-1.18, -0.11, 1.54)
H (-2.83, 0.09, -0.39)

These are the Mulliken partial charges, in e, on atoms 1 to 8:
1. C -1.082
2. C 0.114
3. C -0.657
4. C -0.098
5. O -0.519
6. H 0.256
7. H 0.252
8. H 0.315

(3)
The following is a DFT calculation (ωB97M-V/def2-TZVPD) of a molecular structure, C4H8O.

relative energy (zero: lowest compared OMol25 entry of this formula, charge and spin): 121.32 kcal/mol
orbital gap (spin up / spin down): 7.764 / 7.763 eV
total charge: 0

CARTESIAN COORDINATES (ANGSTROEM)
C (0.38, -0.33, 0.63)
C (0.19, 0.32, -0.87)
C (-1.55, -0.04, 0.45)
C (1.65, 0.06, -0.44)
O (2.36, -0.83, -0.98)
H (2.09, 1.01, -0.07)
H (0.31, -1.41, 0.72)
H (0.45, 0.29, 1.51)
H (-0.14, 1.35, -0.91)
H (-0.13, -0.37, -1.64)
H (-1.70, 0.97, 0.84)
H (-2.11, -0.23, -0.46)
H (-1.80, -0.79, 1.19)

These are the Mulliken partial charges, in e, on atoms 1 to 8:
1. C -0.533
2. C -0.631
3. C -0.938
4. C 0.105
5. O -0.702
6. H 0.332
7. H 0.338
8. H 0.307

(4)
The following is a DFT calculation (ωB97M-V/def2-TZVPD) of a molecular structure, C4H8O.

relative energy (zero: lowest compared OMol25 entry of this formula, charge and spin): 53.14 kcal/mol
orbital gap: 10.024 eV
total charge: 0

CARTESIAN COORDINATES (ANGSTROEM)
C (2.24, -1.16, 0.05)
C (-0.38, 1.02, -0.27)
C (-1.25, 0.03, -0.48)
C (-2.21, 0.83, 0.35)
O (-1.16, 1.84, 0.50)
H (2.29, -0.54, -0.85)
H (2.58, -0.59, 0.91)
H (2.88, -2.04, -0.09)
H (0.64, 1.29, -0.52)
H (-1.27, -0.91, -1.00)
H (1.20, -1.47, 0.22)
H (-2.49, 0.43, 1.33)
H (-3.08, 1.26, -0.15)

These are the Mulliken partial charges, in e, on atoms 1 to 8:
1. C -0.959
2. C -0.176
3. C -0.308
4. C -0.237
5. O -0.392
6. H 0.208
7. H 0.260
8. H 0.300

(5)
The following is a DFT calculation (ωB97M-V/def2-TZVPD) of a molecular structure, C4H8O.

relative energy (zero: lowest compared OMol25 entry of this formula, charge and spin): 27.42 kcal/mol
orbital gap: 10.751 eV
total charge: 0

CARTESIAN COORDINATES (ANGSTROEM)
C (-1.26, -0.80, -0.02)
C (-0.02, -0.10, 0.52)
C (1.27, -0.37, -0.27)
O (1.21, 0.91, -0.91)
C (0.18, 1.33, 0.00)
H (-2.17, -0.38, 0.42)
H (-1.24, -1.87, 0.20)
H (-1.32, -0.67, -1.11)
H (0.07, -0.21, 1.61)
H (1.23, -1.20, -1.00)
H (2.17, -0.48, 0.34)
H (0.56, 2.05, 0.74)
H (-0.68, 1.78, -0.53)

These are the Mulliken partial charges, in e, on atoms 1 to 8:
1. C -1.494
2. C 0.379
3. C -0.472
4. O -0.394
5. C -0.474
6. H 0.349
7. H 0.349
8. H 0.369

(6)
The following is a DFT calculation (ωB97M-V/def2-TZVPD) of 2 unconnected molecules or ions with the total composition C4H8O.

SMILES string: OC1=CC1.C
relative energy (zero: lowest compared OMol25 entry of this formula, charge and spin): 76.07 kcal/mol
orbital gap: 9.443 eV
total charge: 0

CARTESIAN COORDINATES (ANGSTROEM)
O (-0.86, 0.40, -1.50)
C (0.29, 0.42, -0.84)
C (1.24, 1.06, -0.24)
C (1.46, -0.41, -0.56)
H (-1.17, 1.32, -1.54)
H (1.69, 2.01, -0.02)
H (1.48, -1.18, 0.23)
H (2.06, -0.68, -1.43)
C (-1.24, -0.60, 1.18)
H (-1.10, -1.02, 2.17)
H (-1.17, -1.39, 0.43)
H (-2.21, -0.10, 1.08)
H (-0.46, 0.15, 1.04)

These are the Mulliken partial charges, in e, on atoms 1 to 8:
1. O -0.468
2. C -0.161
3. C -0.236
4. C -0.352
5. H 0.336
6. H 0.377
7. H 0.212
8. H 0.228

(7)
The following is a DFT calculation (ωB97M-V/def2-TZVPD) of a molecular structure, C4H8O.

relative energy (zero: lowest compared OMol25 entry of this formula, charge and spin): 97.55 kcal/mol
orbital gap: 9.212 eV
total charge: 0

CARTESIAN COORDINATES (ANGSTROEM)
C (1.57, 0.12, -0.05)
C (0.17, 0.04, 0.06)
O (-0.17, 0.37, -1.71)
C (-0.92, 0.67, 0.84)
C (-0.90, -0.84, 0.60)
H (2.14, -0.81, -0.01)
H (2.06, 1.00, 0.36)
H (0.98, 0.38, -1.41)
H (-0.33, -0.49, -2.14)
H (-0.66, 1.04, 1.82)
H (-1.67, 1.24, 0.31)
H (-0.61, -1.50, 1.41)
H (-1.65, -1.24, -0.07)

These are the Mulliken partial charges, in e, on atoms 1 to 8:
1. C -1.101
2. C 0.733
3. O -0.705
4. C -0.595
5. C -0.634
6. H 0.263
7. H 0.301
8. H 0.423

(8)
The following is a DFT calculation (ωB97M-V/def2-TZVPD) of 2 unconnected molecules or ions with the total composition C4H8O2.

relative energy (zero: lowest compared OMol25 entry of this formula, charge and spin): 28.59 kcal/mol
spin multiplicity: 2
orbital gap (spin up / spin down): 2.795 / 5.596 eV
total charge: -1

CARTESIAN COORDINATES (ANGSTROEM)
C (1.76, -1.90, 1.36)
C (1.48, -0.53, 1.32)
C (0.30, -0.04, 0.65)
C (-0.01, 1.28, 0.53)
O (-1.18, 1.65, -0.21)
H (2.70, -2.32, 1.69)
H (0.88, -2.53, 1.35)
H (2.16, 0.22, 1.70)
H (-0.32, -0.85, 0.25)
H (0.27, 2.04, 1.24)
H (-1.37, 0.86, -0.76)
H (-1.18, 0.17, -3.30)
H (-1.60, -1.17, -2.87)
O (-1.63, -0.27, -2.59)

These are the Mulliken partial charges, in e, on atoms 1 to 8:
1. C -1.041
2. C -0.179
3. C -0.201
4. C -0.649
5. O -0.363
6. H 0.283
7. H 0.173
8. H 0.415

no.,maximum force (eV/A)
1,0.81
2,4.75
3,4.60
4,0.42
5,0.39
6,0.76
7,0.35
8,2.53